# C4H9N4O

An isolated ion of composition C4H9N4O and charge +1 in a non-equilibrium geometry (wB97M-V/def2-TZVPD, the OMol25 dataset).

Output
LUMO energy   -0.1567 Ha
Charge   +1
HOMO   -13.57 eV
Kohn-Sham gap   0.34193 Ha
F_max   4.10 eV Å⁻¹

Each line ends with the Löwdin charge.
Atoms and positions in Å:
1 C 1.85 -1.12 -0.57  -0.06
2 C 1.10 1.03 -1.36  -0.54
3 C -0.34 -0.42 0.09  -0.29
4 C -2.17 0.53 1.20  -0.13
5 N 2.01 -0.09 -1.32  0.21
6 N 0.13 0.90 -0.46  0.19
7 N 0.81 -1.35 0.22  0.17
8 N -1.06 -0.30 1.29  -0.05
9 O 1.36 1.93 -2.05  0.20
10 H 2.38 -2.00 -0.71  0.15
11 H -0.98 -0.84 -0.62  0.15
12 H -2.77 0.41 2.08  0.09
13 H -1.95 1.64 1.43  0.11
14 H -2.70 0.50 0.26  0.10
15 H 2.82 -0.12 -1.98  0.21
16 H -0.60 1.64 -0.40  0.17
17 H 0.63 -2.20 0.81  0.20
18 H -0.53 -0.14 2.10  0.12



# C4H9N4OS

An isolated ion of composition C4H9N4OS and charge +1 in a non-equilibrium geometry (wB97M-V/def2-TZVPD, the OMol25 dataset).

Output
LUMO energy   -0.1654 Ha
Charge   +1
HOMO   -12.92 eV
Kohn-Sham gap   0.30946 Ha
F_max   3.50 eV Å⁻¹

Each line ends with the Löwdin charge.
Atoms and positions in Å:
1 C 2.23 0.94 0.35  -0.50
2 C -2.43 -0.32 -0.13  -0.51
3 C 2.62 -0.44 0.81  -0.44
4 C -0.23 0.39 0.03  -0.07
5 N 0.84 1.13 -0.06  0.18
6 N -3.61 -0.10 -0.69  0.17
7 N -2.16 -1.29 0.70  0.11
8 N -1.45 0.68 -0.35  0.16
9 O 2.96 1.87 0.21  0.15
10 S 3.38 -1.23 -0.69  0.72
11 H 3.27 -0.50 1.77  0.14
12 H 1.77 -1.15 0.93  0.06
13 H -0.27 -0.53 0.57  0.12
14 H 0.83 1.93 -0.77  0.21
15 H -4.20 -0.94 -0.68  0.14
16 H -3.77 0.58 -1.43  0.12
17 H -3.02 -1.65 1.12  0.08
18 H 4.76 -0.83 -0.66  -0.06
19 H -1.55 1.47 -1.03  0.20



# C4H9N4S

C4H9N4S as an isolated structure in a non-equilibrium geometry (wB97M-V/def2-TZVPD, the OMol25 dataset).

Output
LUMO energy   -0.1488 Ha
Charge   +1
HOMO   -12.75 eV
Kohn-Sham gap   0.31958 Ha
F_max   5.02 eV Å⁻¹

Each line ends with the Löwdin charge.
Atoms and positions in Å:
1 C -1.75 -0.31 0.26  0.02
2 C -1.03 -1.48 0.35  -0.04
3 C -1.06 0.99 0.19  -0.24
4 C 1.04 -0.31 0.00  -0.65
5 N 0.31 -1.45 0.29  0.01
6 N 0.32 0.97 0.16  0.11
7 N -1.60 2.19 0.18  0.24
8 N 1.50 -0.13 -1.84  0.03
9 S 2.71 -0.29 0.85  0.86
10 H -2.73 -0.24 0.51  0.08
11 H -1.56 -2.48 0.38  0.17
12 H 0.77 -2.31 0.57  0.16
13 H 0.86 1.77 -0.04  0.13
14 H -2.56 2.26 0.10  0.12
15 H -1.01 2.98 0.17  0.12
16 H 2.50 -0.30 -1.63  -0.02
17 H 1.21 -1.02 -2.30  0.04
18 H 2.08 -0.84 1.80  -0.17



# C4H9N6

A 2-piece molecular cluster, C4H9N6 overall in a non-equilibrium geometry (wB97M-V/def2-TZVPD, the OMol25 dataset).

Output
LUMO energy   -0.2182 Ha
Charge   +1
HOMO   -13.17 eV
Kohn-Sham gap   0.26567 Ha
F_max   4.05 eV Å⁻¹

Each line ends with the Löwdin charge.
Atoms and positions in Å:
1 C 1.49 -0.41 0.45  -0.12
2 C 1.89 -0.28 -1.07  -0.14
3 C 0.63 1.68 -0.30  -0.15
4 C 0.59 0.69 0.80  0.12
5 N -2.74 -2.23 0.68  0.08
6 N -1.60 -1.78 1.10  -0.01
7 N -2.64 -0.08 0.52  0.04
8 N -3.41 -1.14 0.32  0.03
9 N -1.56 -0.50 0.98  -0.08
10 N 1.24 0.99 -1.48  -0.05
11 H 1.03 -1.36 0.64  0.10
12 H 2.40 -0.49 1.18  0.19
13 H 2.98 -0.27 -1.10  0.12
14 H 1.42 -1.08 -1.60  0.11
15 H -0.26 2.27 -0.86  0.20
16 H 1.06 2.63 0.04  0.14
17 H 0.06 0.83 1.73  0.12
18 H -4.37 -1.03 0.00  0.18
19 H 1.82 1.55 -2.04  0.10



# C4H9NO

A 2-piece molecular cluster, C4H9NO overall in a non-equilibrium geometry (wB97M-V/def2-TZVPD, the OMol25 dataset).

Output
LUMO energy (alpha / beta)   0.1357 / 0.1274 Ha
Multiplicity   2
Charge   -1
HOMO (alpha / beta)   0.77 / -2.89 eV
Kohn-Sham gap (alpha / beta)   0.10749 / 0.23353 Ha
F_max   3.63 eV Å⁻¹

Each line ends with the Mulliken spin population.
Atoms and positions in Å:
1 N -1.50 0.58 0.04  0.28
2 C -0.41 0.49 -0.84  -0.36
3 C -0.56 0.76 -2.17  0.24
4 C 2.17 0.27 -0.79  0.29
5 C 0.90 -0.13 -0.44  0.53
6 H -1.86 -0.28 0.58  -0.04
7 H -2.14 1.27 -0.34  -0.05
8 H 0.33 0.98 -2.76  0.02
9 H -1.45 1.37 -2.40  0.01
10 H 3.03 -0.06 -0.18  -0.02
11 H 2.30 0.85 -1.70  0.00
12 H 0.83 -1.10 0.05  0.04
13 H -0.01 -1.13 3.35  -0.03
14 H -0.79 -2.35 4.03  -0.07
15 O -0.86 -1.51 3.57  0.16



# C4H9NO

The molecule C4H9NO in a non-equilibrium geometry (wB97M-V/def2-TZVPD, the OMol25 dataset).

Output
LUMO energy   0.0336 Ha
Charge   0
HOMO   -9.38 eV
Kohn-Sham gap   0.37840 Ha
F_max   1.71 eV Å⁻¹

Each line ends with the Löwdin charge.
Atoms and positions in Å:
1 C 1.59 -0.36 -0.35  -0.34
2 N 0.31 -0.08 -0.70  -0.15
3 C -0.39 0.90 0.13  -0.21
4 C -0.47 0.66 1.66  -0.07
5 C -0.49 -1.06 -1.37  -0.07
6 O 2.29 0.32 0.36  0.02
7 H 2.01 -1.27 -0.84  0.14
8 H -1.38 1.11 -0.27  0.11
9 H 0.11 1.87 0.07  0.12
10 H -1.02 1.50 2.07  0.07
11 H -0.93 -0.26 1.95  0.06
12 H 0.56 0.67 1.99  0.06
13 H -1.51 -0.71 -1.43  0.08
14 H -0.15 -1.25 -2.39  0.09
15 H -0.54 -2.03 -0.87  0.09